{
  "formula": "C23H23N5SSeSiW",
  "method": "wB97M-V/def2-TZVPD",
  "lumo_ha": -0.03732,
  "e_above_lowest_kj_mol": 96.6,
  "symbols": ["W", "C", "C", "C", "C", "C", "C", "N", "N", "C", "C", "C", "C", "C", "C", "H", "H", "H", "H", "H", "H", "H", "H", "H", "Se", "C", "N", "C", "Si", "C", "C", "N", "C", "C", "C", "C", "C", "C", "H", "H", "H", "H", "H", "H", "H", "H", "H", "H", "H", "H", "H", "H", "S", "C", "N"],
  "xyz": [[0.26, 0.81, 0.35], [-3.10, -3.36, -0.75], [-2.15, -3.58, -1.74], [-1.00, -2.82, -1.81], [-0.82, -1.80, -0.89], [-1.77, -1.57, 0.09], [-2.91, -2.34, 0.18], [0.33, -0.96, -0.80], [1.41, -1.58, -1.14], [2.50, -0.90, -0.70], [3.79, -1.40, -0.96], [4.86, -0.81, -0.35], [4.65, 0.27, 0.53], [3.40, 0.77, 0.75], [2.26, 0.22, 0.12], [-3.99, -3.97, -0.71], [-2.31, -4.37, -2.46], [-0.24, -2.99, -2.56], [-2.37, 0.12, 1.09], [-3.65, -2.14, 0.95], [3.90, -2.25, -1.63], [5.87, -1.17, -0.54], [5.50, 0.72, 1.02], [3.28, 1.62, 1.41], [1.27, 2.90, -0.54], [2.62, 2.46, -1.73], [3.43, 2.22, -2.52], [-2.94, 0.52, -1.77], [-1.27, 1.44, -1.68], [-1.84, 3.24, -1.63], [-0.39, 1.09, -3.30], [-1.53, -0.42, 0.93], [-0.73, -0.51, 2.11], [-1.15, 0.15, 3.29], [-0.28, 0.27, 4.34], [1.02, -0.26, 4.25], [1.41, -0.95, 3.14], [0.53, -1.11, 2.03], [-3.52, 1.04, -2.54], [-3.52, 0.59, -0.85], [-2.87, -0.52, -2.07], [-2.73, 3.35, -2.27], [-1.08, 3.92, -1.99], [-2.12, 3.55, -0.62], [-0.99, 1.43, -4.14], [-0.20, 0.02, -3.43], [0.58, 1.59, -3.34], [-2.13, 0.59, 3.34], [-0.59, 0.80, 5.23], [1.71, -0.14, 5.08], [2.39, -1.41, 3.08], [0.78, -1.85, 1.28], [-1.84, 4.10, 3.21], [-1.12, 3.07, 2.22], [-0.61, 2.30, 1.48]]
}

---

{
  "formula": "C23H23NO3",
  "method": "wB97M-V/def2-TZVPD",
  "lumo_ha": 0.02411,
  "smiles": "COc1ccc(CCNC(=O)c2ccccc2OCc2ccccc2)cc1",
  "e_above_lowest_kj_mol": 130.6,
  "symbols": ["C", "O", "C", "C", "C", "C", "C", "C", "N", "C", "O", "C", "C", "C", "C", "C", "C", "O", "C", "C", "C", "C", "C", "C", "C", "C", "C", "H", "H", "H", "H", "H", "H", "H", "H", "H", "H", "H", "H", "H", "H", "H", "H", "H", "H", "H", "H", "H", "H", "H"],
  "xyz": [[-4.76, -3.35, 0.42], [-5.34, -2.09, 0.16], [-4.53, -1.07, -0.25], [-3.16, -1.17, -0.42], [-2.44, -0.06, -0.84], [-3.06, 1.15, -1.10], [-2.26, 2.36, -1.50], [-1.82, 3.14, -0.25], [-1.07, 2.31, 0.67], [0.26, 2.10, 0.50], [0.95, 2.74, -0.26], [0.80, 1.02, 1.39], [0.90, 1.20, 2.76], [1.51, 0.23, 3.55], [2.02, -0.91, 2.95], [1.92, -1.10, 1.59], [1.29, -0.15, 0.80], [1.06, -0.26, -0.54], [1.87, -1.15, -1.29], [3.34, -0.83, -1.18], [4.29, -1.84, -1.24], [5.64, -1.53, -1.14], [6.05, -0.22, -0.97], [5.10, 0.79, -0.91], [3.75, 0.49, -1.02], [-4.44, 1.23, -0.93], [-5.17, 0.14, -0.51], [-5.59, -4.00, 0.72], [-4.03, -3.29, 1.24], [-4.28, -3.76, -0.47], [-2.63, -2.09, -0.23], [-1.37, -0.14, -0.97], [-2.84, 3.02, -2.14], [-1.36, 2.05, -2.03], [-1.17, 3.97, -0.54], [-2.69, 3.54, 0.28], [-1.60, 1.63, 1.19], [0.52, 2.11, 3.21], [1.59, 0.37, 4.62], [2.51, -1.66, 3.56], [2.33, -2.00, 1.15], [1.68, -2.19, -1.01], [1.54, -1.01, -2.32], [3.98, -2.86, -1.36], [6.37, -2.32, -1.18], [7.10, 0.02, -0.89], [5.41, 1.82, -0.78], [3.02, 1.28, -0.97], [-4.95, 2.17, -1.12], [-6.24, 0.20, -0.38]]
}

---

{
  "formula": "C23H24BFO4",
  "method": "wB97M-V/def2-TZVPD",
  "lumo_ha": -0.08927,
  "e_above_lowest_kj_mol": 0.0,
  "symbols": ["C", "C", "C", "C", "C", "B", "O", "C", "C", "C", "C", "O", "C", "O", "O", "H", "H", "H", "H", "H", "H", "H", "H", "H", "H", "H", "H", "H", "H", "F", "C", "C", "C", "C", "C", "C", "C", "C", "C", "C", "C", "C", "C", "H", "H", "H", "H", "H", "H", "H", "H", "H", "H"],
  "xyz": [[4.86, -2.60, -0.63], [3.41, -2.32, -0.78], [3.14, -1.11, -1.58], [1.85, -0.61, -1.83], [0.56, -0.55, -1.36], [2.60, 3.35, 1.82], [2.65, 2.25, 2.73], [1.75, 1.31, 2.08], [1.11, 1.97, 0.82], [-0.09, 1.20, 0.26], [2.30, 2.34, -0.19], [3.26, 3.15, 0.57], [0.49, 3.33, 1.29], [1.52, 4.27, 1.85], [2.59, -3.08, -0.29], [5.61, -1.86, -0.97], [5.04, -2.91, 0.39], [5.02, -3.45, -1.36], [3.99, -0.57, -1.93], [1.75, -0.18, -2.89], [2.25, 0.34, 1.79], [1.02, 1.06, 2.87], [-0.47, 1.96, -0.48], [0.26, -2.12, 0.32], [-0.69, 1.16, 1.15], [2.76, 1.45, -0.61], [1.90, 2.99, -0.98], [-0.01, 3.86, 0.46], [-0.21, 3.14, 2.13], [-2.41, -1.30, 3.68], [-2.09, -1.74, 2.40], [-2.93, -2.66, 1.77], [-2.75, -2.89, 0.41], [-1.74, -2.32, -0.29], [-0.67, -1.50, 0.41], [-0.29, -0.18, -0.42], [-1.79, 0.15, -1.08], [-2.18, 0.49, -2.40], [-3.55, 0.74, -2.64], [-4.52, 0.62, -1.64], [-4.08, 0.48, -0.31], [-2.71, 0.34, -0.08], [-1.02, -1.14, 1.77], [-3.76, -3.12, 2.34], [-3.44, -3.56, -0.11], [-1.62, -2.49, -1.37], [-0.14, -0.45, -2.19], [-1.45, 0.59, -3.24], [-3.87, 1.04, -3.63], [-5.58, 0.69, -1.84], [-4.75, 0.48, 0.55], [-2.42, 0.35, 0.95], [-0.44, -0.38, 2.32]]
}

---

Repeat the first record exactly.
{
  "formula": "C23H23N5SSeSiW",
  "method": "wB97M-V/def2-TZVPD",
  "lumo_ha": -0.03732,
  "e_above_lowest_kj_mol": 96.6,
  "symbols": ["W", "C", "C", "C", "C", "C", "C", "N", "N", "C", "C", "C", "C", "C", "C", "H", "H", "H", "H", "H", "H", "H", "H", "H", "Se", "C", "N", "C", "Si", "C", "C", "N", "C", "C", "C", "C", "C", "C", "H", "H", "H", "H", "H", "H", "H", "H", "H", "H", "H", "H", "H", "H", "S", "C", "N"],
  "xyz": [[0.26, 0.81, 0.35], [-3.10, -3.36, -0.75], [-2.15, -3.58, -1.74], [-1.00, -2.82, -1.81], [-0.82, -1.80, -0.89], [-1.77, -1.57, 0.09], [-2.91, -2.34, 0.18], [0.33, -0.96, -0.80], [1.41, -1.58, -1.14], [2.50, -0.90, -0.70], [3.79, -1.40, -0.96], [4.86, -0.81, -0.35], [4.65, 0.27, 0.53], [3.40, 0.77, 0.75], [2.26, 0.22, 0.12], [-3.99, -3.97, -0.71], [-2.31, -4.37, -2.46], [-0.24, -2.99, -2.56], [-2.37, 0.12, 1.09], [-3.65, -2.14, 0.95], [3.90, -2.25, -1.63], [5.87, -1.17, -0.54], [5.50, 0.72, 1.02], [3.28, 1.62, 1.41], [1.27, 2.90, -0.54], [2.62, 2.46, -1.73], [3.43, 2.22, -2.52], [-2.94, 0.52, -1.77], [-1.27, 1.44, -1.68], [-1.84, 3.24, -1.63], [-0.39, 1.09, -3.30], [-1.53, -0.42, 0.93], [-0.73, -0.51, 2.11], [-1.15, 0.15, 3.29], [-0.28, 0.27, 4.34], [1.02, -0.26, 4.25], [1.41, -0.95, 3.14], [0.53, -1.11, 2.03], [-3.52, 1.04, -2.54], [-3.52, 0.59, -0.85], [-2.87, -0.52, -2.07], [-2.73, 3.35, -2.27], [-1.08, 3.92, -1.99], [-2.12, 3.55, -0.62], [-0.99, 1.43, -4.14], [-0.20, 0.02, -3.43], [0.58, 1.59, -3.34], [-2.13, 0.59, 3.34], [-0.59, 0.80, 5.23], [1.71, -0.14, 5.08], [2.39, -1.41, 3.08], [0.78, -1.85, 1.28], [-1.84, 4.10, 3.21], [-1.12, 3.07, 2.22], [-0.61, 2.30, 1.48]]
}